2 unconnected molecules or ions with the total composition C4H10N2O2, computed with ωB97M-V/def2-TZVPD.

## Properties
- Energy relative to the best compared isomer or geometry (same formula, charge and spin): 0.767 eV
- SMILES: CC(N)=O.CC(N)=O
- E_LUMO: 0.451 eV

CARTESIAN COORDINATES (ANGSTROEM)
C 2.2274 -1.4806 -0.1712
C 1.5866 -2.8465 0.0633
O 1.7978 -3.5156 1.0433
N 0.6183 -3.2076 -0.8705
H 2.8990 -1.4460 -0.9981
H 2.9506 -1.3587 0.6569
H 0.1638 -4.0876 -0.6889
H 0.7470 -2.8445 -1.7989
H 1.5146 -0.6499 -0.2141
C -1.7669 3.0840 1.2200
C -2.1440 2.1353 0.0819
O -3.2735 1.8476 -0.2364
N -1.0736 1.6240 -0.6076
H -2.5972 3.6810 1.5510
H -1.0300 3.7018 0.7308
H -1.3098 0.9790 -1.3438
H -0.0973 1.7855 -0.4492
H -1.2126 2.5986 2.0314

A molecular structure, C22H18Cl3N5O2RuS, computed with ωB97M-V/def2-TZVPD.

## Properties
- Energy relative to the best compared isomer or geometry (same formula, charge and spin): 30.410 eV
- E_LUMO (spin up / spin down): -8.906 / -9.966 eV
- Total charge: +1
- 2S+1: 6
- Expectation value of S²: 8.8979

CARTESIAN COORDINATES (ANGSTROEM)
Ru 0.4441 1.8767 0.4846
C 1.7970 -0.6068 4.7519
C 2.0370 0.4481 3.9085
N 1.4669 0.5206 2.6496
C 0.6962 -0.5240 2.2224
C 0.4335 -1.6511 3.0790
C 0.9907 -1.6758 4.3740
C -0.3195 -2.5606 2.3825
C -0.2423 -2.8436 -0.2003
C 0.4649 -1.8222 -1.0658
C 1.0669 -1.9413 -2.3010
C 1.8190 -0.8671 -2.7719
C 1.9614 0.2729 -1.9969
N 1.3949 0.3856 -0.7950
C 0.6463 -0.6447 -0.3561
H 2.2468 -0.5834 5.7336
H 2.6570 1.2934 4.1639
H 0.8023 -2.5026 5.0436
H -0.7837 -3.4733 2.7148
H -1.1568 -3.2124 -0.6637
H 0.9818 -2.8481 -2.8879
H 2.3128 -0.9213 -3.7314
H 2.5580 1.1171 -2.3175
S 1.4185 3.9234 -0.9818
C -0.2552 4.2573 -1.7434
C -0.7423 4.0143 -3.3396
C -0.4709 2.5518 -4.0586
C -0.6481 1.1947 -3.6238
C -1.0114 1.2273 -2.2990
N -0.8426 3.2328 -1.2498
H -0.3934 4.8091 -3.9861
H -0.0945 2.6896 -5.0682
H -0.4636 0.3375 -4.2497
H -0.8264 1.0310 -0.3839
C 0.6642 -4.0091 0.1538
N -0.6561 -2.0216 1.0585
C -2.1361 -1.7526 1.0128
C 0.0880 -0.7337 0.9744
N 1.6365 1.6031 1.9089
H 0.1247 -4.7856 0.6952
H 1.5096 -3.6755 0.7560
H 1.0506 -4.4459 -0.7665
H -2.6719 -2.6983 1.0826
H -2.3750 -1.2475 0.0777
H -2.3959 -1.1108 1.8508
Cl -1.2912 1.9624 -1.0756
C -2.6259 1.7328 -0.5059
Cl -4.1896 1.4228 -0.0305
Cl -2.5327 4.1446 -3.2589
C -1.2710 3.0370 1.4477
O -1.6224 4.1096 1.1710
O -1.2509 1.9637 2.0112

9 unconnected molecules or ions with the total composition C26H75N5O9, computed with ωB97M-V/def2-TZVPD.

## Properties
- Energy relative to the best compared isomer or geometry (same formula, charge and spin): 2.024 eV
- SMILES: COC[C@H](C)N.COC[C@H](C)N.COC[C@H](C)N.COC[C@H](C)N.COC[C@H](C)N.CC(C)O.CO.CO.CO
- E_LUMO: 0.370 eV

CARTESIAN COORDINATES (ANGSTROEM)
C -0.1093 -1.2379 2.6914
C 1.2905 -0.8245 3.1241
C 2.3447 -1.6994 2.4416
O 1.5053 0.5220 2.7471
H -0.8744 -0.6380 3.1896
H -0.3399 -2.2871 2.8890
H -0.2084 -1.1102 1.6095
H 1.3824 -0.9500 4.2041
H 2.3755 -1.5503 1.3658
H 2.1278 -2.7675 2.5737
H 3.2710 -1.5392 2.9953
H 1.2251 0.6139 1.8244
C 1.1774 -2.6004 -0.9530
C 1.5756 -3.9837 -1.4603
C 1.6259 -4.0263 -2.9952
O 1.5542 -5.3710 -3.3662
C 1.2459 -5.5468 -4.7285
N 2.8687 -4.3426 -0.8222
H 0.9503 -2.6744 0.1151
H 0.1775 -2.3389 -1.3229
H 1.8559 -1.7641 -1.1044
H 0.8119 -4.7001 -1.1398
H 2.5338 -3.4909 -3.3144
H 0.7468 -3.4795 -3.3709
H 1.6358 -6.4723 -5.1526
H 1.7626 -4.8012 -5.3471
H 0.1801 -5.4643 -4.9514
H 2.7912 -4.1042 0.1643
H 2.8327 -5.3632 -0.7876
C 4.0902 4.0772 4.7920
C 5.3162 3.3215 4.2433
C 4.8629 2.3571 3.1482
O 4.1819 3.0194 2.1003
C 4.1015 2.2955 0.9158
N 6.2373 4.2956 3.6272
H 3.5416 4.4872 3.9427
H 4.3800 4.9194 5.4252
H 3.3986 3.4746 5.3861
H 5.7824 2.7205 5.0225
H 4.2172 1.5745 3.5546
H 5.7577 1.9054 2.7060
H 5.0881 2.0120 0.5068
H 3.5852 2.9031 0.1781
H 3.6530 1.3024 1.0463
H 6.2984 5.0548 4.2995
H 5.7748 4.6991 2.8180
C -2.6379 -1.5540 -0.1590
C -2.9488 -2.6874 0.8151
C -4.3608 -3.1674 0.4763
O -4.6631 -4.3434 1.2117
C -6.0543 -4.6349 1.2146
N -1.9695 -3.7919 0.8303
H -3.2888 -0.6921 -0.0239
H -2.6717 -1.8886 -1.1972
H -1.6066 -1.2555 0.0470
H -3.0044 -2.3623 1.8609
H -4.4295 -3.4777 -0.5802
H -5.1010 -2.3863 0.6902
H -6.3366 -4.6412 0.1588
H -6.6417 -3.9002 1.7739
H -6.2308 -5.5801 1.7203
H -1.6907 -3.9569 -0.1375
H -2.5263 -4.6018 1.1005
C 1.4096 1.8747 -3.9724
C 2.4106 0.7923 -3.5070
C 3.3712 0.4086 -4.6199
O 2.7476 0.1647 -5.8634
C 2.1265 -1.0990 -5.9283
N 2.9854 1.0206 -2.1888
H 1.8778 2.5012 -4.7366
H 1.0235 2.4699 -3.1446
H 0.5218 1.4791 -4.4673
H 1.7245 -0.0632 -3.4327
H 3.9517 -0.4631 -4.2922
H 4.0899 1.2089 -4.8148
H 2.8379 -1.9300 -5.9107
H 1.6428 -1.1955 -6.9003
H 1.3775 -1.2090 -5.1427
H 3.5097 0.1667 -1.9850
H 3.7357 1.7122 -2.2425
C -3.4108 2.3591 0.9377
C -4.4018 1.5106 1.7487
C -3.7662 0.5505 2.7711
O -4.6863 0.0863 3.7552
C -5.7668 -0.6501 3.1818
N -5.2831 2.4835 2.4675
H -2.9825 1.6677 0.1973
H -2.5287 2.6289 1.5175
H -3.9166 3.1084 0.3398
H -5.0584 0.9140 1.1067
H -3.0807 1.1430 3.3905
H -3.1652 -0.2794 2.3862
H -5.9168 -1.5247 3.8219
H -5.4939 -1.0891 2.2206
H -6.7050 -0.0999 3.1706
H -5.4937 2.0251 3.3645
H -4.6159 3.1588 2.8597
C -0.2361 1.4178 -0.6088
O 1.0801 1.0442 -0.2013
H -0.1785 2.3935 -1.1031
H -0.5737 0.7074 -1.3713
H -0.9070 1.4964 0.2383
H 1.6601 1.2438 -0.9779
C 0.3010 5.1282 -0.0098
O -0.6436 5.6536 0.9347
H 1.0375 5.8681 -0.3377
H 0.7053 4.2296 0.4497
H -0.1981 4.8572 -0.9507
H -1.1810 6.2545 0.4062
C -3.1959 3.3262 -2.7607
O -3.3863 2.1570 -3.5476
H -4.1452 3.8403 -2.5801
H -2.8354 3.1237 -1.7472
H -2.5121 4.0430 -3.2095
H -4.2831 1.8781 -3.3437

A molecular structure, C25H46BIrNP2, computed with ωB97M-V/def2-TZVPD.

## Properties
- Energy relative to the best compared isomer or geometry (same formula, charge and spin): 0.000 eV
- E_LUMO (spin up / spin down): -5.833 / -8.172 eV
- Total charge: +2
- 2S+1: 6
- Expectation value of S²: 8.7649

CARTESIAN COORDINATES (ANGSTROEM)
Ir 4.1047 1.2187 -2.3320
C 0.8717 -0.0218 1.9165
C 0.5537 1.3372 1.6383
C -1.3559 0.0962 1.3810
C -0.3158 -0.7837 1.7558
C -0.8192 1.4014 1.2806
C 2.1687 -0.5654 2.3624
H 2.9490 0.2018 2.3260
H 2.4999 -1.4185 1.7478
H 2.1053 -0.9346 3.3989
C -0.4763 -2.2189 2.0344
H 0.4274 -2.6174 2.5024
H -0.6673 -2.7900 1.1166
H -1.3197 -2.3867 2.7214
C -2.7695 -0.2992 1.2107
H -3.1205 -0.8881 2.0751
H -2.9252 -0.9160 0.3130
H -3.4034 0.5913 1.1224
C -1.5731 2.6368 0.9683
H -1.9368 3.1106 1.8921
H -2.4558 2.4594 0.3418
H -0.9376 3.3638 0.4545
C 1.4403 2.5083 1.8231
H 1.0501 3.1441 2.6376
H 1.4978 3.1387 0.9207
H 2.4628 2.2233 2.1023
C 5.0753 0.3621 -3.8459
C 5.9600 0.9727 -2.8597
C 6.5562 2.3349 -3.1060
C 5.5116 3.4909 -3.2527
C 4.0998 3.1290 -2.8100
C 3.2135 2.3732 -3.7036
C 3.6848 2.0876 -5.1125
C 4.7962 1.0369 -5.1738
H 7.1980 2.3069 -3.9983
H 5.5019 3.8836 -4.2814
H 7.1866 2.5423 -2.2264
H 5.7125 1.4815 -5.5781
H 5.0514 -0.7319 -3.8373
H 6.5218 0.2799 -2.2173
H 4.4868 0.2629 -5.8827
H 2.8141 1.7477 -5.6839
H 2.1314 2.5049 -3.5721
H 4.0359 3.0116 -5.5807
H 5.8592 4.3016 -2.5914
H 3.5831 3.8156 -2.1296
P 1.7895 -0.8110 -2.2445
P -0.8400 1.0192 -2.5208
C 1.0517 -0.7235 -3.9369
C -0.1130 0.2958 -4.1028
H 0.7603 -1.7446 -4.2545
H 1.9171 -0.4057 -4.5420
H 0.2634 1.1492 -4.6935
H -0.9517 -0.1699 -4.6486
C -2.5845 0.5343 -2.5917
H -3.1220 1.0682 -1.7918
H -2.6272 -0.5505 -2.3944
H -2.9930 0.7740 -3.5825
C -0.7062 2.8189 -2.8938
H -0.8043 3.0580 -3.9679
H 0.2887 3.1706 -2.5514
H -1.4664 3.3813 -2.3242
C 2.9557 -2.2235 -2.2417
H 3.5263 -2.1322 -1.3047
H 3.6051 -2.0621 -3.1146
H 2.4680 -3.2070 -2.2770
C 3.7932 1.0185 -0.3647
H 2.7039 1.0750 -0.1651
H 4.3285 1.8512 0.1377
H 4.2107 0.0480 -0.0325
B -1.4920 -3.2676 -1.2188
C -0.3851 -2.2883 -1.3104
N 0.5064 -1.5103 -1.4219
H -2.3510 -2.6383 -0.5694
H -0.9216 -4.2009 -0.6288
H -1.7551 -3.4979 -2.4054

A molecular structure, C34H42CdN2Si, computed with ωB97M-V/def2-TZVPD.

## Properties
- Energy relative to the best compared isomer or geometry (same formula, charge and spin): 0.000 eV
- E_LUMO: -0.970 eV

CARTESIAN COORDINATES (ANGSTROEM)
Cd 0.5673 0.1326 -1.4784
C -0.3244 -3.4821 4.6336
C -0.3371 -2.0777 4.0142
C 0.5877 -1.0901 4.4585
C 1.6392 -1.3212 5.5543
C 0.4885 0.2172 3.9665
C 1.5295 1.2468 4.3659
C -0.5551 0.5609 3.0485
C -0.8159 2.0082 2.6155
C -1.3954 -0.4227 2.5063
C -2.4088 -0.2006 1.3777
C -1.2598 -1.7405 3.0125
C -2.1937 -2.8182 2.6168
H 0.7322 -3.8282 4.7089
H -0.8766 -4.0916 3.9368
H -0.7510 -3.3785 5.6750
H 1.3764 -0.7673 6.4905
H 2.6986 -1.0764 5.2145
H 1.6081 -2.4148 5.8217
H 2.5405 1.0126 3.9853
H 1.5547 1.3928 5.4833
H 1.2841 2.2272 3.8912
H -1.2246 2.5452 3.4718
H -1.5712 2.1291 1.8729
H 0.1489 2.5444 2.3009
H -2.0364 -0.7938 0.5246
H -2.4056 0.8277 1.0162
H -3.4386 -0.5345 1.6066
H -1.6288 -3.7134 2.1869
H -2.8134 -2.4235 1.8537
H -2.8160 -3.1358 3.4555
C -1.1926 -0.6421 -5.5799
C -1.1318 -2.0664 -5.7716
C -0.6575 -2.8695 -4.7253
C -0.5854 -2.2705 -3.4266
N -0.5858 -0.9525 -3.2567
C -0.8821 -0.1516 -4.3186
C -0.3349 -3.0476 -2.2158
C -0.4068 -4.4880 -2.1535
C 0.1847 -5.1774 -1.0861
C 0.7597 -4.3719 -0.0244
C 0.6514 -3.0079 -0.1312
N 0.1688 -2.3205 -1.1966
H -1.4651 0.0276 -6.3255
H -1.4418 -2.4430 -6.7437
H -0.4157 -3.9572 -4.7704
H -1.0071 0.8659 -3.9761
H -1.0403 -4.9890 -2.9000
H 0.4391 -6.2589 -1.1347
H 1.0718 -4.8035 0.8964
H 0.9525 -2.4383 0.6876
C 3.0020 2.8138 -2.3331
Si 3.8670 1.2636 -1.5960
C 4.7159 0.0936 -2.8072
C 5.2080 1.9042 -0.3096
C 2.6185 0.2715 -0.6447
H 3.6276 3.6782 -2.6434
H 2.2718 3.1260 -1.5493
H 2.5488 2.4774 -3.2394
H 5.5096 0.6365 -3.2764
H 4.0417 -0.2597 -3.6400
H 5.0973 -0.8023 -2.3973
H 6.0602 2.4391 -0.7711
H 5.6266 1.0687 0.2593
H 4.7426 2.5957 0.3873
H 2.3418 0.7003 0.2910
H 2.8598 -0.7763 -0.6190
C -0.8975 1.7570 -1.0959
C -1.7755 2.6664 -1.1068
C -2.7642 3.6273 -1.3015
C -4.1321 3.2523 -1.5504
C -5.0367 4.2058 -1.8778
C -4.6065 5.5475 -2.0108
C -3.2860 5.9424 -1.8134
C -2.3999 5.0081 -1.3484
H -4.3486 2.1827 -1.5869
H -6.1682 3.9541 -2.0138
H -5.2980 6.2510 -2.4274
H -3.0285 7.0118 -1.9026
H -1.3824 5.1918 -1.1106

A molecular structure, C18H17IMnN2O6PS, computed with ωB97M-V/def2-TZVPD.

## Properties
- Energy relative to the best compared isomer or geometry (same formula, charge and spin): 0.205 eV
- E_LUMO (spin up / spin down): 2.236 / 2.237 eV
- Total charge: -1
- 2S+1: 2
- Expectation value of S²: 0.8409

CARTESIAN COORDINATES (ANGSTROEM)
Mn -0.2646 0.1181 -0.0822
O 0.7784 -0.2283 1.6155
N 0.9690 0.7597 2.4610
C 1.6287 0.4646 3.6061
C 1.8872 1.4172 4.5511
C 1.4558 2.7266 4.3146
C 0.7904 3.0084 3.1499
C 0.5280 2.0166 2.1844
S -0.2905 2.3015 0.7075
H 1.9089 -0.5749 3.6801
H 2.4126 1.1397 5.4530
H 1.6394 3.5067 5.0417
H 0.4355 4.0054 2.9296
O -2.4260 -5.5591 0.5514
C -2.0032 -4.4334 0.4227
C -0.7352 -4.0299 -0.3085
O 0.0322 -4.7800 -0.8873
C -0.6644 -2.5785 -0.1742
C -1.7523 -2.0843 0.5585
O -1.8745 -0.8260 0.7708
C -2.6533 -3.1657 0.9492
O -3.7107 -3.0984 1.5525
O 0.2104 -1.7737 -0.6454
C -2.8215 -0.6833 -2.4953
P -1.9374 0.6552 -1.6200
C -3.3350 1.4010 -0.7093
C -1.6995 1.9017 -2.9430
H -3.7187 -0.3004 -2.9867
H -3.1098 -1.4383 -1.7622
H -2.1769 -1.1578 -3.2329
H -4.1654 1.6226 -1.3836
H -3.0058 2.3173 -0.2190
H -3.6473 0.6959 0.0604
H -2.6435 2.1420 -3.4378
H -0.9861 1.5376 -3.6820
H -1.2904 2.8081 -2.4936
I 0.9709 -0.9569 -3.7395
C 2.2538 -0.3563 -2.2079
C 3.5849 -0.7399 -2.3264
C 4.4873 -0.2773 -1.3869
C 4.0345 0.5792 -0.3944
C 2.6909 0.8932 -0.3630
N 1.7951 0.4115 -1.2322
H 3.8899 -1.3829 -3.1381
H 5.5288 -0.5678 -1.4420
H 4.7005 0.9922 0.3504
H 2.2985 1.5714 0.3832

2 unconnected molecules or ions with the total composition C16H17NO, computed with ωB97M-V/def2-TZVPD.

## Properties
- Energy relative to the best compared isomer or geometry (same formula, charge and spin): 0.242 eV
- SMILES: Cc1c[nH]c2ccccc12.Cc1ccc(O)cc1
- E_LUMO: 0.852 eV

CARTESIAN COORDINATES (ANGSTROEM)
C -0.6838 1.4813 -1.2285
C 1.8888 1.3922 -1.2836
C 0.7059 1.6339 -0.6753
C 2.4271 2.1168 0.7576
C 1.0411 2.0982 0.6531
C 3.1028 2.4957 1.9141
C 0.2479 2.4318 1.7654
C 2.3045 2.8854 2.9646
C 0.9057 2.8029 2.9221
N 2.9564 1.6288 -0.4220
H 2.0805 1.1408 -2.3166
H 3.8311 1.9881 -0.7662
H -0.6731 0.7053 -1.9897
H -1.0039 2.4341 -1.6641
H 4.1804 2.4435 1.9511
H -0.8229 2.3010 1.6732
H 2.7424 3.2246 3.8969
H 0.3094 3.1328 3.7607
H -1.3656 1.2517 -0.4166
C -1.4584 -4.5115 -2.8573
C -1.9175 -1.5154 0.1536
C -0.8718 -2.4066 0.2530
C -2.8959 -1.6652 -0.8327
C -0.7134 -3.3680 -0.7495
C -2.7081 -2.5925 -1.8333
C -1.6170 -3.4715 -1.7914
O -2.1376 -0.4835 1.0374
H -0.1198 -2.3152 1.0248
H -1.4611 -0.5120 1.7315
H -3.7604 -1.0234 -0.7826
H 0.0862 -4.0949 -0.7334
H -3.3467 -2.5943 -2.7025
H -2.1224 -5.3573 -2.6746
H -0.4784 -4.9766 -2.9357
H -1.6752 -4.1374 -3.8630

A molecular structure, C7H6Cu2F2O9, computed with ωB97M-V/def2-TZVPD.

## Properties
- Energy relative to the best compared isomer or geometry (same formula, charge and spin): 0.000 eV
- E_LUMO (spin up / spin down): -8.167 / -11.791 eV
- Total charge: +2
- 2S+1: 3
- Expectation value of S²: 2.0149

CARTESIAN COORDINATES (ANGSTROEM)
Cu 0.3203 3.2641 -1.3469
Cu 2.8416 3.6370 2.3268
C 1.0966 2.3425 1.0285
O 1.4646 1.9323 2.1559
O 0.4625 1.7122 0.1412
O 1.6223 3.4744 0.6505
C -2.2269 -1.0683 -0.4011
C -2.4763 0.4334 -0.1298
O -3.8764 0.4864 0.1855
C -4.3296 -0.7140 0.1378
O -5.5834 -0.9325 0.2600
O -3.5168 -1.6663 -0.0430
F -2.2932 1.1758 -1.2651
H -1.4525 -1.4501 0.2624
H -1.9615 -1.3326 -1.4224
H -1.7802 0.8314 0.6025
C 2.0232 -1.4747 0.6469
C 2.8161 -0.5280 -0.2317
O 2.6329 -1.0165 -1.5419
C 1.4832 -1.7752 -1.5475
O 0.9583 -2.2053 -2.5045
O 0.9819 -1.8740 -0.2779
F 4.1344 -0.5070 0.1088
H 1.5361 -0.9409 1.4577
H 2.6195 -2.3184 0.9850
H 2.5031 0.5142 -0.2378

2 unconnected molecules or ions with the total composition C4H7NO, computed with ωB97M-V/def2-TZVPD.

## Properties
- Energy relative to the best compared isomer or geometry (same formula, charge and spin): 1.367 eV
- SMILES: c1cc[nH]c1.O
- E_LUMO: 0.817 eV

CARTESIAN COORDINATES (ANGSTROEM)
C -0.2462 1.5820 0.2023
C -0.0795 0.2899 0.5984
N 0.8391 -0.3457 -0.2102
C 1.3413 0.6509 -1.0661
C 0.8029 1.8591 -0.7409
H -1.0716 2.2336 0.4613
H -0.7692 -0.2897 1.2294
H 1.5074 -1.0469 0.0624
H 2.1672 0.3552 -1.6835
H 0.9857 2.7818 -1.2778
H -1.3084 -2.6789 1.4376
H -2.4189 -2.3929 0.3440
O -1.7497 -2.9984 0.6431

A single C13H20Si molecule, computed with ωB97M-V/def2-TZVPD.

## Properties
- Energy relative to the best compared isomer or geometry (same formula, charge and spin): 2.241 eV
- SMILES: C[C@H]1C[C@]12C=CC=C/C2=C\[Si](C)(C)C
- E_LUMO: 0.312 eV

CARTESIAN COORDINATES (ANGSTROEM)
C 2.4441 2.1944 0.5158
C 1.3762 2.4626 -0.4188
C 2.7988 0.9404 0.7688
C 0.5933 1.4369 -0.7740
C 2.1184 -0.1856 0.2059
C 0.6879 0.1621 -0.1265
C 3.0385 -0.8084 -0.8723
C 2.5788 -1.5279 0.3111
C -0.5022 -0.4432 0.1478
C 1.7900 -2.8184 0.0776
C -3.2032 -1.5143 0.4593
C -3.0972 0.7238 -1.5842
C -2.5510 1.5702 1.3141
Si -2.3136 0.0861 0.0145
H 3.1564 3.0175 0.8398
H 1.3197 3.4374 -0.9937
H 3.5846 0.7901 1.5009
H -0.3393 1.6992 -1.2117
H 3.9297 -0.3374 -0.8381
H 2.6658 -1.0676 -1.9549
H 3.4101 -1.7538 1.0799
H -0.5518 -1.4515 0.7481
H 2.6275 -3.6211 0.0476
H 1.0379 -2.6818 -0.7247
H 1.2952 -2.9629 1.1420
H -3.9732 -1.7732 -0.3732
H -2.6138 -2.3650 0.6456
H -3.8351 -1.4058 1.3913
H -3.1636 1.8398 -1.5495
H -2.3687 0.3879 -2.5073
H -4.1164 0.3722 -1.7880
H -3.0343 2.2667 0.6480
H -3.2401 1.4015 2.1808
H -1.5493 1.9290 1.6782